{"formula": "C12H38B3ClIO10P", "method": "the ωB97M-V functional and the def2-TZVPD basis", "total_charge": 0, "e_homo_ev": -9.15, "lumo_energy_ev": -0.0034, "species": ["O", "P", "Cl", "B", "O", "B", "O", "B", "I", "O", "H", "H", "C", "C", "O", "H", "H", "H", "H", "H", "H", "C", "C", "O", "H", "H", "H", "H", "H", "H", "C", "C", "O", "H", "H", "H", "H", "H", "H", "C", "C", "O", "H", "H", "H", "H", "H", "H", "C", "C", "O", "H", "H", "H", "H", "H", "H", "C", "C", "O", "H", "H", "H", "H", "H", "H"], "coordinates": [[-0.586932, -2.213258, 4.987849], [-0.155146, -0.967423, 4.010191], [-1.968517, -0.322005, 3.274990], [0.372232, -1.982632, 2.420358], [-0.506460, -2.407810, 1.446150], [-0.054417, -2.088814, 0.189076], [1.055353, -1.244560, 0.071502], [2.009991, -1.378125, 1.041376], [3.823217, -0.283840, 0.904355], [1.713103, -2.175412, 2.125126], [-0.297957, -1.974457, 5.874326], [-0.559312, -2.510295, -0.785532], [0.682026, 3.895012, 0.315686], [1.394837, 2.724745, 0.961375], [0.474881, 1.808662, 1.565194], [0.079961, 4.430821, 1.049746], [1.394779, 4.592166, -0.128934], [0.004630, 3.538152, -0.458880], [2.058901, 3.054165, 1.760157], [1.999757, 2.193827, 0.219768], [-0.120476, 1.500192, 0.873617], [-2.270597, 3.090343, -3.876236], [-1.520945, 2.592173, -2.656493], [-1.968808, 3.250731, -1.467600], [-2.141482, 4.167215, -3.983687], [-1.913595, 2.603144, -4.781880], [-3.341147, 2.892592, -3.773752], [-0.458979, 2.805735, -2.750263], [-1.644453, 1.508719, -2.545925], [-2.907438, 3.066657, -1.364173], [-2.992041, -3.657698, -3.835784], [-2.344044, -4.324453, -2.636497], [-2.610987, -3.628496, -1.422747], [-2.646921, -2.627578, -3.929109], [-2.754656, -4.191296, -4.756927], [-4.078664, -3.635077, -3.725124], [-1.259870, -4.332742, -2.742948], [-2.680401, -5.362675, -2.549250], [-3.563678, -3.618558, -1.287913], [3.069209, 2.309450, -5.632270], [1.842717, 1.877801, -4.851369], [0.748240, 2.776594, -5.025445], [3.376561, 3.311055, -5.331585], [3.900320, 1.623330, -5.466120], [2.856225, 2.334483, -6.703531], [2.053962, 1.867677, -3.782854], [1.541562, 0.866857, -5.146067], [0.529666, 2.796932, -5.962346], [-0.844282, 4.963688, 4.721350], [-0.261842, 3.672564, 5.265768], [-1.274562, 2.747924, 5.647711], [-1.495508, 5.428670, 5.462197], [-0.055770, 5.669849, 4.456220], [-1.441710, 4.767858, 3.827950], [0.320468, 3.867472, 6.165753], [0.397976, 3.210314, 4.524301], [-1.792893, 2.538128, 4.863844], [1.752296, -6.171872, 3.724130], [2.209617, -6.448704, 2.303912], [1.279204, -5.969363, 1.338642], [0.778601, -6.627594, 3.904339], [2.464293, -6.566496, 4.450223], [1.652682, -5.096765, 3.893968], [2.295306, -7.520192, 2.130212], [3.192894, -5.998365, 2.128308], [1.189020, -5.019145, 1.461570]], "atomic_forces_ev_per_a": [[0.171, -0.149, 0.004], [0.355, 0.343, 0.048], [-0.189, 0.048, -0.037], [-0.656, -0.900, 0.052], [0.342, 0.496, -0.021], [-0.205, -0.030, -0.499], [0.093, -0.245, -0.013], [0.090, 0.053, -0.295], [0.078, -0.205, -0.001], [0.362, 0.846, 0.572], [-0.196, -0.113, 0.209], [-0.132, 0.044, -0.022], [-0.003, -0.066, 0.071], [-0.109, -0.045, -0.084], [0.120, -0.089, 0.061], [0.015, 0.035, 0.037], [0.014, -0.025, -0.001], [0.032, 0.104, -0.009], [-0.006, -0.051, 0.043], [0.066, 0.049, 0.017], [-0.074, 0.071, 0.003], [-0.060, 0.041, 0.047], [-0.284, 0.038, 0.011], [0.037, -0.135, -0.066], [0.052, 0.002, -0.014], [0.014, -0.030, 0.008], [0.003, -0.043, -0.024], [0.019, 0.035, 0.025], [0.063, -0.012, -0.042], [-0.009, 0.028, 0.013], [0.010, 0.077, 0.060], [-0.151, 0.001, 0.031], [-0.042, -0.003, -0.101], [0.028, -0.003, -0.016], [-0.006, -0.016, -0.001], [-0.009, -0.045, -0.025], [0.021, -0.009, 0.032], [0.063, -0.028, -0.040], [0.004, -0.007, 0.037], [-0.044, 0.096, 0.013], [-0.022, 0.011, -0.151], [0.094, -0.058, 0.023], [0.019, -0.005, 0.027], [-0.003, -0.018, -0.003], [0.016, -0.050, -0.009], [-0.035, -0.005, 0.027], [0.033, -0.030, 0.066], [-0.001, 0.043, -0.003], [-0.065, -0.018, 0.041], [-0.079, -0.051, -0.137], [-0.004, 0.051, 0.059], [0.021, 0.013, 0.016], [0.010, -0.009, -0.015], [0.042, 0.005, -0.039], [0.008, -0.035, 0.018], [0.064, 0.027, 0.008], [0.029, -0.083, -0.010], [-0.086, -0.001, -0.044], [-0.006, 0.186, 0.044], [0.018, -0.047, -0.012], [0.005, -0.026, 0.007], [0.018, 0.010, -0.001], [0.050, 0.007, 0.017], [-0.004, -0.015, -0.035], [0.032, -0.064, 0.016], [-0.032, 0.004, 0.012]]}



{"formula": "C12H38ClN6O11", "method": "the ωB97M-V functional and the def2-TZVPD basis", "total_charge": -1, "de_lowest_kj_mol": 3039.0, "e_homo_ev": -6.00, "lumo_energy_ev": 2.6317, "species": ["Cl", "O", "O", "O", "O", "C", "C", "O", "H", "H", "H", "H", "H", "H", "C", "C", "O", "H", "H", "H", "H", "H", "H", "C", "C", "O", "H", "H", "H", "H", "H", "H", "C", "O", "N", "N", "H", "H", "H", "H", "C", "O", "N", "N", "H", "H", "H", "H", "C", "O", "N", "N", "H", "H", "H", "H", "C", "C", "C", "O", "H", "H", "H", "H", "H", "H", "H", "H"], "coordinates": [[-0.237709, -0.602987, 0.073043], [-1.280699, 0.368659, 0.353896], [1.021832, 0.021751, 0.312830], [-0.280173, -1.760037, 0.973925], [-0.246063, -1.048577, -1.259409], [-3.335851, 0.057615, 0.258476], [-4.499602, -0.045426, 1.195807], [-5.713135, 0.112308, 0.515549], [-3.235867, 1.051782, -0.177139], [-3.294520, -0.672528, -0.549763], [-2.475969, -0.289165, 0.831574], [-4.393628, 0.588674, 2.076026], [-4.498876, -1.083332, 1.528718], [-6.435202, -0.417552, 0.861192], [2.668837, 1.704224, -0.653135], [2.721345, 0.366162, -1.409975], [1.434536, 0.035990, -1.955706], [3.684859, 2.021908, -0.418836], [1.911248, 1.684666, 0.130291], [2.354574, 2.461862, -1.370994], [3.116444, -0.474956, -0.840294], [3.332800, 0.446231, -2.308754], [0.930256, -0.378398, -1.251726], [1.868594, -2.894821, 0.787877], [2.193734, -2.170236, 2.027461], [3.213959, -1.192719, 1.806316], [1.391127, -3.823016, 1.101854], [2.686800, -3.281851, 0.180551], [1.228407, -2.404975, 0.054166], [2.513198, -2.819492, 2.842626], [1.291800, -1.655041, 2.357900], [3.489510, -0.908106, 2.680762], [1.893844, 1.981911, 1.803448], [2.724840, 2.852398, 1.899187], [2.134552, 0.730420, 1.965151], [0.665577, 2.212177, 1.403631], [1.607630, 0.134366, 1.342926], [3.007039, 0.416237, 2.365333], [0.025936, 1.440348, 1.280210], [0.433516, 3.169798, 1.625483], [-2.768117, -2.294770, -1.162737], [-3.794263, -2.807557, -1.531953], [-1.953714, -1.615530, -1.968792], [-2.356389, -2.171329, 0.078509], [-1.233567, -1.004481, -1.610877], [-1.921581, -1.985800, -2.907925], [-3.019150, -2.504269, 0.764064], [-1.469259, -1.791407, 0.376453], [2.605908, -2.469487, -2.100674], [3.173091, -3.541936, -2.064349], [1.682295, -2.199861, -1.223432], [2.881366, -1.506708, -2.924722], [1.515618, -2.902472, -0.517279], [1.166388, -1.337062, -1.125779], [2.190806, -0.773437, -2.998942], [3.503832, -1.589626, -3.715781], [-0.207072, 2.687517, -0.737257], [-1.499051, 3.271292, -0.295870], [-2.175729, 2.634659, 0.967734], [-1.344164, 4.550259, 0.202228], [-0.141143, 1.600608, -0.688335], [0.575084, 3.077144, -0.085705], [0.132310, 2.985783, -1.729202], [-2.223732, 3.340533, -1.107122], [-1.668464, 3.051636, 1.837739], [-1.971787, 1.563962, 0.978146], [-3.252467, 2.757368, 1.084681], [-2.046548, 5.038701, -0.233297]], "atomic_forces_ev_per_a": [[-0.588, 2.180, 7.000], [7.442, -2.636, -2.310], [-2.703, -1.950, -3.504], [1.125, 2.690, 0.418], [4.898, 0.850, 3.947], [-3.390, 0.024, 0.280], [-0.162, -1.660, -0.700], [-1.237, 1.073, -0.698], [-0.207, -0.303, 0.231], [-1.598, 1.756, 0.458], [-3.516, 0.516, 0.716], [-0.087, 0.373, 0.028], [0.234, -0.243, 0.591], [0.304, -0.043, 0.251], [0.289, -0.387, -1.953], [0.317, 2.311, -0.303], [1.555, 4.004, -0.825], [-0.154, -0.224, 0.823], [1.726, 0.405, -2.010], [-0.172, 0.028, -0.212], [-0.027, 0.338, 0.269], [0.391, 0.521, 0.591], [1.994, 4.506, -3.114], [0.912, -3.089, 5.502], [0.599, 0.488, 0.916], [1.424, -3.006, -0.346], [-0.537, -0.239, 0.268], [0.985, 0.138, 0.928], [-1.271, 1.561, 8.765], [0.047, -0.295, 0.006], [0.088, -0.073, 0.355], [0.341, -0.606, 0.061], [1.040, 0.931, 1.900], [1.281, 2.470, 1.081], [2.328, -1.195, 4.617], [-1.769, 1.162, 3.134], [1.877, -0.152, 3.256], [-0.813, 1.941, -0.884], [-0.137, 1.362, 0.837], [-0.772, -0.378, -0.266], [0.507, 0.268, -1.524], [-1.847, -1.762, -0.145], [-5.913, -2.226, -5.191], [-1.677, -3.601, 1.845], [-5.894, -0.111, -3.326], [-0.293, 0.504, -0.101], [0.264, 0.137, 0.117], [-3.079, -2.586, 0.018], [0.511, -1.189, -0.491], [1.343, -2.220, -0.137], [-0.519, 0.067, -6.020], [1.630, 1.226, -4.684], [1.055, -2.866, -6.666], [3.726, -5.077, -0.999], [0.068, -0.604, -0.407], [0.083, -0.752, 0.503], [1.137, 0.714, -1.707], [-2.254, -1.423, 1.284], [0.815, -1.220, 0.037], [0.673, 3.228, -0.744], [-0.090, 1.271, -0.582], [-0.647, 0.131, -1.509], [-0.705, 0.107, -0.450], [-0.073, -0.515, -0.260], [-0.219, 0.208, -0.019], [-0.992, 2.078, 1.048], [0.073, 0.444, -0.338], [0.260, 0.619, 0.344]]}



{"formula": "C12H39BF4O10Ti2", "method": "the ωB97M-V functional and the def2-TZVPD basis", "s_squared": 12.003, "total_charge": 0, "e_homo_ev": [-5.47, -9.68], "lumo_energy_ev": [0.0484, -0.2103], "multiplicity": 7, "species": ["Ti", "Ti", "C", "C", "O", "O", "H", "H", "H", "B", "F", "F", "F", "F", "C", "O", "H", "H", "H", "H", "C", "O", "H", "H", "H", "H", "C", "O", "H", "H", "H", "H", "C", "O", "H", "H", "H", "H", "C", "O", "H", "H", "H", "H", "C", "O", "H", "H", "H", "H", "C", "C", "O", "H", "H", "H", "H", "H", "H", "C", "C", "O", "H", "H", "H", "H", "H", "H"], "coordinates": [[-1.096473, 3.171654, 1.037699], [1.845451, 2.626025, -1.219054], [-1.875731, 4.262570, -2.942592], [-1.379496, 4.288332, -1.510668], [-0.250471, 3.769791, -1.261284], [-2.043542, 4.847085, -0.605220], [-1.051864, 4.503840, -3.613633], [-2.601769, 5.073779, -2.998193], [-2.350834, 3.331213, -3.239389], [-0.477578, 0.593038, 0.461350], [0.389695, 0.955698, -0.586219], [-1.728825, 1.116105, 0.139572], [-0.481829, -0.802286, 0.532419], [-0.154027, 1.165053, 1.691959], [-2.898052, -3.517256, 1.363917], [-4.123378, -3.511705, 2.069273], [-2.054695, -3.993363, 1.874039], [-3.010418, -4.077959, 0.426813], [-2.610085, -2.503835, 1.081889], [-4.590907, -4.312500, 1.826669], [0.648449, 1.584627, -3.856223], [1.927814, 2.204513, -3.593956], [-0.140712, 2.331894, -3.831081], [0.720856, 1.078345, -4.820404], [0.473063, 0.802043, -3.119669], [2.133258, 2.860668, -4.264829], [2.668708, 2.932072, 2.108004], [1.817113, 3.257896, 1.004024], [2.122081, 2.455106, 2.921319], [3.430406, 2.282813, 1.682348], [3.181068, 3.809861, 2.505653], [1.236405, 4.008095, 1.238055], [1.079451, -2.510116, -2.094413], [-0.067241, -1.673450, -2.105782], [1.165365, -3.018791, -3.050518], [2.036885, -2.021798, -1.879409], [0.985045, -3.235209, -1.282651], [-0.068026, -1.192936, -1.260544], [0.871786, -4.246294, 2.141714], [0.214110, -3.126930, 2.691376], [1.776792, -3.925351, 1.620839], [1.110749, -4.965504, 2.925681], [0.255378, -4.850832, 1.464687], [-0.037629, -2.524561, 1.982020], [-0.065455, -0.225589, 4.632056], [0.416319, -1.499626, 5.018347], [-0.710479, -0.289175, 3.753022], [-0.523474, 0.213607, 5.516425], [0.744884, 0.452886, 4.326641], [0.386259, -2.115323, 4.273965], [-3.528347, 0.608451, -4.248113], [-3.172302, 0.053418, -2.868184], [-3.989025, -1.060802, -2.557063], [-2.871981, 1.440660, -4.509861], [-4.552145, 0.975018, -4.186981], [-3.446703, -0.179917, -4.994924], [-3.365189, 0.822782, -2.113466], [-2.102054, -0.140650, -2.741882], [-3.494901, -1.864443, -2.742707], [4.697338, -0.602153, 2.337789], [3.183756, -0.840665, 2.385942], [2.670556, -0.723657, 1.070938], [5.163632, -0.926436, 3.270402], [4.910437, 0.436414, 2.103318], [5.130590, -1.320472, 1.636741], [2.787085, -0.075135, 3.058434], [3.016581, -1.835915, 2.804260], [1.718294, -0.604711, 1.119298]], "atomic_forces_ev_per_a": [[-0.476, 1.007, -1.065], [-0.306, 0.604, -0.565], [-0.143, 1.060, 0.332], [-0.181, 0.476, 0.240], [0.960, -1.181, 0.707], [0.069, -1.035, 0.195], [0.023, -0.184, -0.034], [-0.146, -0.182, -0.275], [0.071, -0.128, 0.207], [-0.581, -1.050, -0.517], [0.611, 0.087, 0.262], [-0.467, 0.257, -0.097], [0.087, 0.216, 0.354], [0.489, 0.479, 0.309], [0.230, -0.415, -0.986], [0.204, 0.081, 0.199], [-0.268, 0.122, 0.468], [0.008, 0.165, -0.055], [-0.145, 0.072, 0.219], [-0.101, -0.017, 0.124], [0.352, -0.174, -0.602], [-0.074, -0.185, 1.185], [-0.114, -0.127, -0.048], [-0.290, 0.135, -0.057], [0.084, 0.163, 0.175], [-0.081, 0.055, -0.001], [0.491, -0.014, -0.102], [-0.236, 0.079, -0.250], [-0.079, -0.156, -0.152], [-0.092, -0.208, 0.246], [-0.156, 0.138, -0.149], [0.129, -0.050, -0.034], [0.160, -0.317, 0.595], [0.420, 0.470, 0.037], [-0.155, -0.031, -0.013], [-0.200, 0.503, -0.239], [-0.081, -0.388, -0.155], [-0.152, -0.374, -0.449], [0.241, -0.592, -0.295], [-0.281, 0.102, 0.112], [0.090, -0.233, 0.007], [0.212, 0.449, 0.281], [-0.189, 0.458, -0.204], [-0.037, -0.052, -0.042], [0.634, -0.240, -0.165], [0.127, 0.096, 0.154], [-0.457, 0.061, 0.333], [-0.411, 0.082, -0.257], [0.157, -0.108, 0.108], [-0.009, 0.087, -0.081], [0.193, -0.136, 0.638], [0.085, 0.743, 0.084], [0.184, -0.186, 0.129], [0.008, -0.013, -0.106], [-0.044, -0.046, -0.299], [-0.043, 0.093, -0.126], [-0.243, -0.048, -0.012], [-0.051, -0.421, -0.301], [-0.005, 0.022, 0.003], [-0.432, -1.106, -0.011], [1.201, 0.273, 0.442], [-0.108, 0.115, -0.140], [-0.190, 0.516, 0.283], [0.322, -0.086, -0.124], [0.026, 0.487, -0.465], [-0.469, -0.186, -0.019], [-0.337, 0.029, 0.014], [-0.042, -0.113, 0.047]]}